Density functional theory data (ωB97M-V with the def2-TZVPD basis set) for a cluster of 5 separate species, C13H13Br3F4O12 in total in a non-equilibrium geometry.

Summary:
SMILES: O=C1OC[C@@H](F)O1.O=C1OC[C@@H](F)O1.O=C1OC[C@@H](F)O1.O=C1OC[C@@H](F)O1.BrC(Br)Br
E_tot in Ha: -9527.496232
Orbital gap in Ha: 0.3562
Energy relative to the best compared isomer or geometry (same formula, charge and spin) in kJ/mol: 114.5

CARTESIAN COORDINATES (ANGSTROEM)
C (-7.04, 1.80, -21.97)
C (-8.34, 1.52, -22.71)
O (-8.18, 0.25, -23.28)
C (-6.98, -0.27, -22.98)
O (-6.70, -1.44, -23.11)
O (-6.29, 0.71, -22.32)
F (-8.52, 2.27, -23.70)
H (-7.17, 1.93, -20.90)
H (-6.58, 2.74, -22.26)
H (-9.27, 1.56, -22.14)
C (-13.81, 1.71, -23.78)
C (-14.00, 3.14, -23.40)
O (-13.38, 3.92, -24.39)
C (-13.16, 3.18, -25.43)
O (-12.57, 3.56, -26.40)
O (-13.78, 1.98, -25.20)
F (-13.30, 3.23, -22.17)
H (-14.61, 1.08, -23.40)
H (-12.92, 1.19, -23.41)
H (-15.05, 3.39, -23.25)
C (-19.99, 4.47, -19.55)
C (-18.92, 3.45, -19.25)
O (-18.10, 4.02, -18.32)
C (-18.28, 5.37, -18.42)
O (-17.57, 6.29, -17.88)
O (-19.34, 5.71, -19.21)
F (-18.16, 3.12, -20.25)
H (-20.91, 4.36, -18.98)
H (-20.30, 4.36, -20.59)
H (-19.28, 2.50, -18.86)
C (-22.04, -1.60, -24.44)
C (-21.51, -1.40, -25.89)
O (-20.30, -0.83, -25.66)
C (-20.16, -0.30, -24.43)
O (-19.13, 0.30, -24.01)
O (-21.24, -0.59, -23.72)
F (-22.27, -0.50, -26.44)
H (-21.72, -2.54, -23.98)
H (-23.11, -1.43, -24.31)
H (-21.49, -2.28, -26.54)
C (-14.64, -3.82, -22.34)
Br (-15.94, -2.63, -21.27)
Br (-12.72, -3.72, -21.80)
Br (-14.76, -3.43, -24.33)
H (-14.97, -4.83, -22.14)

These are the natural (NBO) partial charges, in e, on atoms 1 to 6: number 1, C, carries -0.1269; number 2, C, carries 0.4455; number 3, O, carries -0.4887; number 4, C, carries 0.9761; number 5, O, carries -0.5588; number 6, O, carries -0.4909